Density functional theory data (ωB97M-V/def2-TZVPD) for 2 unconnected molecules or ions with the total composition C3H7O3 in a non-equilibrium geometry.

Calculated values
F_max: 2.35 eV/Å
E_LUMO: 0.1517 hartree
Net charge: -1
E_tot: -9368.4183 eV
Molar mass: 91.1 g mol⁻¹
Relative energy (zero: lowest compared OMol25 entry of this formula, charge and spin): 71.4 kJ/mol
HOMO: -4.17 eV
Orbital gap: 8.30 eV

Atoms and positions in Å:
C 0.283 2.039 1.462
O -0.048 1.613 0.181
H -0.328 0.669 0.194
H 1.194 2.666 1.444
H 0.500 1.217 2.149
H -0.484 2.701 1.873
C 0.254 -1.490 -1.532
C -0.699 -1.629 -0.369
O -0.586 -0.910 0.675
O -1.627 -2.457 -0.552
H 1.223 -1.935 -1.258
H 0.379 -0.453 -1.848
H -0.061 -2.030 -2.419

***

Density functional theory data (ωB97M-V/def2-TZVPD) for a molecular structure, C19H18NORuSe in a non-equilibrium geometry.

Calculated values
F_max: 2.69 eV/Å
E_LUMO (alpha / beta): -0.1348 / -0.2254 hartree
Net charge: +1
Spin multiplicity: 5
E_tot: -91446.9027 eV
Molar mass: 456.4 g mol⁻¹
HOMO (alpha / beta): -10.02 / -10.91 eV
Orbital gap (alpha / beta): 6.35 / 4.78 eV

Atoms and positions in Å:
C -3.649 2.302 0.451
C -3.075 2.636 1.731
C -1.648 2.561 1.621
H -3.644 2.904 2.624
C -1.313 2.225 0.260
C -2.544 2.065 -0.452
H -2.639 1.895 -1.513
H -4.717 2.279 0.217
H -0.959 2.646 2.448
H -0.318 2.060 -0.131
C -1.539 -1.506 1.708
C -2.708 -1.403 2.509
C -3.899 -1.706 1.651
H -2.812 -1.423 3.597
C -3.386 -1.195 0.317
C -1.936 -1.353 0.320
H -1.279 -1.438 -0.549
H -0.526 -1.699 2.061
H -4.116 -2.772 1.577
H -4.040 -1.207 -0.551
Ru -2.563 0.541 1.174
O 2.257 0.268 -0.085
C 3.407 0.550 0.716
C 3.354 0.762 -0.805
H 3.341 1.461 1.304
H 3.934 -0.316 1.127
H 3.310 1.825 -1.068
H 4.316 1.375 -3.132
C 4.392 0.296 -2.967
C 3.964 -0.188 -1.719
C 4.102 -1.532 -1.341
H 3.845 -1.809 -0.322
C 4.529 -2.427 -2.307
H 4.538 -3.455 -1.989
C 4.947 -1.987 -3.575
H 5.203 -2.713 -4.338
C 4.913 -0.612 -3.896
H 5.309 -0.242 -4.848
Se -5.754 1.477 3.420
C -5.393 -0.026 2.621
N -5.207 -1.121 2.134

***

Density functional theory data (ωB97M-V/def2-TZVPD) for a molecular structure, C11H31B3Cl18InN2O3.

Calculated values
F_max: 0.86 eV/Å
E_LUMO: 0.0657 hartree
Net charge: -1
E_tot: -253642.2938 eV
Molar mass: 1024.8 g mol⁻¹
HOMO: -3.97 eV
Orbital gap: 5.75 eV

Atoms and positions in Å:
C 3.000 -0.073 0.538
C 3.060 -0.752 -0.851
B 1.719 -0.792 -1.687
O 1.812 -1.615 -2.820
In -0.267 0.206 -1.133
B -0.143 2.396 -0.383
N -1.339 3.282 -0.236
O 1.060 3.013 -0.011
B -1.469 -1.124 0.341
N -2.249 -0.586 1.488
O -1.530 -2.521 0.213
H 3.711 0.762 0.598
H 1.998 0.304 0.767
H 3.323 -0.789 1.304
H 3.382 -1.805 -0.739
H 3.829 -0.286 -1.490
H 1.356 -1.209 -3.554
H -1.277 0.259 -2.633
H -1.938 2.842 0.467
H -1.880 3.156 -1.094
H 1.521 3.360 -0.771
H -2.733 0.257 1.189
H -1.643 -0.293 2.251
H -2.313 -2.789 -0.262
C 6.285 -0.424 3.129
Cl 6.130 1.097 2.250
Cl 5.943 -1.829 2.113
H 7.295 -0.498 3.513
H 5.558 -0.420 3.934
C -3.823 5.574 1.465
Cl -4.002 3.862 1.859
Cl -3.141 6.509 2.810
H -3.152 5.647 0.616
H -4.806 5.968 1.243
C 1.176 -4.195 0.277
Cl 1.479 -5.898 0.715
Cl 1.890 -3.055 1.410
H 1.621 -4.022 -0.697
H 0.108 -4.018 0.256
C 1.083 -6.968 -2.802
Cl -0.347 -7.290 -3.802
Cl 1.788 -5.386 -3.130
H 0.784 -6.996 -1.761
H 1.822 -7.729 -3.021
C 2.690 2.755 4.101
Cl 2.158 2.701 2.428
Cl 3.416 1.218 4.627
H 3.440 3.529 4.213
H 1.830 2.943 4.734
C -2.162 3.790 5.008
Cl -3.532 3.047 5.849
Cl -0.665 2.876 5.241
H -2.389 3.823 3.951
H -2.020 4.790 5.399
C -3.754 -6.432 -5.688
Cl -4.552 -5.838 -7.151
Cl -3.355 -8.152 -5.790
H -2.833 -5.878 -5.551
H -4.427 -6.289 -4.852
C -8.193 7.217 0.973
Cl -6.748 6.987 -0.023
Cl -8.044 8.594 2.069
H -9.031 7.394 0.311
H -8.338 6.322 1.565
C 4.369 -2.063 -4.510
Cl 3.644 -1.143 -5.842
Cl 5.054 -3.606 -5.059
H 5.172 -1.469 -4.091
H 3.589 -2.250 -3.780

***

Density functional theory data (ωB97M-V/def2-TZVPD) for 40 unconnected molecules or ions with the total composition H80O40 in a non-equilibrium geometry.

Calculated values
F_max: 4.09 eV/Å
E_LUMO: -0.0257 hartree
E_tot: -83196.5877 eV
Molar mass: 720.6 g mol⁻¹
Relative energy (zero: lowest compared OMol25 entry of this formula, charge and spin): 890.3 kJ/mol
HOMO: -10.49 eV
Orbital gap: 9.80 eV

Atoms and positions in Å:
H -2.029 5.698 -0.067
H -2.206 6.289 -1.331
O -1.588 6.405 -0.575
H 4.465 4.778 1.692
H 3.176 5.445 1.375
O 3.692 5.156 2.168
H -3.635 0.500 3.253
H -3.801 2.108 3.493
O -4.200 1.207 3.581
H -5.403 -0.654 -2.464
H -5.405 0.360 -1.263
O -5.593 -0.588 -1.517
H 3.517 -2.936 -4.055
H 1.942 -2.861 -3.899
O 2.685 -2.548 -4.404
H 0.686 -2.205 0.075
O 1.542 -2.114 0.480
H 1.218 2.601 3.385
O 2.167 2.621 3.328
H 5.466 0.815 1.553
H 5.026 -0.478 0.857
O 4.867 0.461 0.896
H -1.771 -0.852 -2.877
H -2.983 -0.842 -3.944
O -2.357 -0.350 -3.435
H 0.313 -4.309 -2.466
H -0.500 -2.942 -2.392
O 0.306 -3.420 -2.046
H 0.199 -0.645 4.364
H 1.372 0.150 3.636
O 0.408 0.053 3.717
H -0.395 -0.278 0.984
O -1.298 -0.011 1.311
H -2.816 4.454 -2.570
H -3.821 4.800 -1.461
O -3.224 5.241 -2.119
H 1.885 2.047 0.087
H 0.743 1.574 0.779
O 1.309 1.265 -0.001
H 3.149 4.535 -2.437
H 2.036 4.744 -1.638
O 2.929 5.089 -1.695
H -0.310 5.349 -3.905
H 0.659 4.207 -3.332
O 0.447 4.774 -4.103
H 0.970 -1.253 -5.270
H -0.220 -1.239 -4.351
O 0.746 -1.108 -4.352
H 0.501 1.237 -1.482
H -0.814 1.996 -1.893
O -0.187 1.346 -2.250
H 1.660 0.602 -5.568
O 2.243 1.055 -6.146
H -2.754 -1.949 2.835
H -2.636 -3.356 1.903
O -2.581 -2.413 2.007
H 4.534 -2.673 2.253
O 4.841 -3.032 1.379
H 3.770 -1.087 3.820
H 4.109 -1.438 5.278
O 4.279 -1.713 4.350
H -1.482 -1.603 0.297
H -2.201 -0.912 -0.891
O -1.590 -1.636 -0.723
H 4.844 0.093 -2.370
H 5.300 -0.754 -1.266
O 5.465 -0.610 -2.220
H 3.681 -2.511 -0.875
H 3.081 -1.890 -1.933
O 3.650 -2.721 -1.830
H -2.189 2.171 1.072
H -1.893 2.698 -0.416
O -1.570 2.558 0.467
H -4.120 4.183 3.034
H -3.306 4.425 4.208
O -3.372 3.771 3.496
H -0.678 -6.427 2.802
H -1.561 -5.244 2.626
O -0.708 -5.581 2.356
H -1.956 -1.945 5.150
H -3.135 -1.035 5.264
O -2.682 -1.607 4.638
H -1.879 -2.766 -2.034
H -3.272 -3.154 -2.322
O -2.536 -2.749 -2.783
H -3.283 -4.624 -0.276
H -4.670 -4.491 -0.469
O -3.878 -4.704 -1.075
H 3.436 0.606 2.564
O 2.879 -0.171 2.798
H -2.903 0.482 -2.144
H -2.668 1.092 -0.654
O -3.334 1.035 -1.429
H 2.170 1.952 -5.703
H 2.279 -2.096 -0.123
H 5.509 -3.695 1.542
H 2.476 3.518 3.360
H -1.118 -0.136 2.265
H 2.371 -0.687 2.182
O -0.008 3.961 -1.430
H -0.076 4.447 -0.573
H 0.181 3.001 -1.371
O -0.504 -3.808 4.970
H -0.490 -3.200 4.209
H 0.383 -3.791 5.392
O 3.489 2.176 -1.205
H 3.424 1.499 -1.937
H 4.213 1.796 -0.683
O 2.247 -4.842 0.741
H 1.450 -4.785 0.233
H 2.564 -4.028 1.160
O -5.618 1.360 0.488
H -5.390 1.208 1.393
H -4.937 2.028 0.135
O 2.537 0.327 -2.871
H 1.635 -0.004 -3.052
H 2.765 0.491 -3.782
O -4.583 -4.110 2.400
H -5.311 -3.566 2.042
H -4.460 -4.663 1.626

***

Density functional theory data (ωB97M-V/def2-TZVPD) for a single C22H27N3O2 molecule.

Calculated values
F_max: 0.71 eV/Å
E_LUMO: 0.0251 hartree
E_tot: -31817.3402 eV
Molar mass: 365.5 g mol⁻¹
Relative energy (zero: lowest compared OMol25 entry of this formula, charge and spin): 230.7 kJ/mol
HOMO: -7.30 eV
Orbital gap: 7.98 eV
SMILES: COc1ccc(N2CCN([C@@H](C)C(=O)N3CCc4ccccc43)CC2)cc1

Atoms and positions in Å:
C -0.334 -5.210 0.884
O -0.698 -4.320 -0.138
C 0.126 -3.251 -0.388
C 1.269 -2.932 0.331
C 2.006 -1.802 0.015
C 1.642 -0.957 -1.038
N 2.368 0.162 -1.382
C 3.636 0.480 -0.773
C 3.450 1.412 0.450
N 2.269 2.249 0.302
C 1.116 1.768 1.066
C 1.124 2.480 2.429
C -0.242 2.078 0.435
O -0.487 3.155 -0.076
N -1.185 1.099 0.530
C -1.051 -0.157 1.269
C -2.386 -0.902 1.107
C -3.206 0.035 0.275
C -4.496 -0.117 -0.180
C -5.059 0.895 -0.948
C -4.327 2.030 -1.247
C -3.026 2.192 -0.794
C -2.470 1.182 -0.027
C 2.084 2.577 -1.095
C 1.717 1.335 -1.936
C 0.501 -1.314 -1.775
C -0.241 -2.426 -1.451
H 0.645 -5.664 0.695
H -1.096 -5.988 0.886
H -0.320 -4.718 1.864
H 1.598 -3.545 1.156
H 2.873 -1.587 0.620
H 4.237 0.989 -1.535
H 4.164 -0.434 -0.500
H 3.368 0.830 1.370
H 4.326 2.065 0.545
H 1.202 0.686 1.226
H 2.071 2.308 2.934
H 1.003 3.547 2.268
H 0.314 2.122 3.061
H -0.233 -0.754 0.862
H -0.841 0.058 2.322
H -2.862 -1.096 2.069
H -2.248 -1.858 0.600
H -5.058 -1.008 0.058
H -6.071 0.793 -1.311
H -4.774 2.812 -1.844
H -2.465 3.080 -1.027
H 1.307 3.334 -1.188
H 3.025 3.014 -1.439
H 2.020 1.482 -2.981
H 0.635 1.197 -1.906
H 0.201 -0.722 -2.624
H -1.119 -2.684 -2.023

***

Density functional theory data (ωB97M-V/def2-TZVPD) for 3 unconnected molecules or ions with the total composition C10H25FNO2 in a non-equilibrium geometry.

Calculated values
F_max: 4.59 eV/Å
E_LUMO: 0.0842 hartree
Net charge: -1
E_tot: -19075.1527 eV
Molar mass: 210.3 g mol⁻¹
HOMO: -1.65 eV
Orbital gap: 3.95 eV

Atoms and positions in Å:
C -2.162 -2.523 -0.772
C -1.220 -2.727 -2.139
N -1.597 -4.081 -2.695
C -1.026 -4.314 -4.079
C -0.221 -5.778 -3.990
F -2.221 -4.485 -4.988
H -3.232 -2.975 -1.041
H -1.676 -3.250 0.033
H -2.222 -1.407 -0.421
H -1.478 -1.817 -2.848
H -0.087 -2.650 -1.784
H -0.309 -3.474 -4.466
H 0.793 -5.724 -4.592
H -0.018 -6.086 -2.877
H -0.948 -6.572 -4.458
C -2.307 2.364 1.471
C -1.765 0.999 1.863
C -0.953 1.073 3.147
O -0.943 0.497 0.813
H -1.491 3.073 1.290
H -2.879 2.298 0.539
H -2.956 2.771 2.252
H -2.596 0.297 1.994
H -0.089 1.736 3.026
H -0.559 0.086 3.410
H -1.562 1.441 3.978
H -0.203 1.114 0.690
C 2.149 4.279 1.744
C 2.774 2.896 1.654
C 4.249 2.978 1.294
O 2.089 2.132 0.665
H 2.214 4.802 0.784
H 1.085 4.205 1.991
H 2.644 4.887 2.508
H 2.657 2.376 2.610
H 4.389 3.455 0.318
H 4.683 1.975 1.220
H 4.808 3.547 2.044
H 2.188 2.587 -0.188

***

Density functional theory data (ωB97M-V/def2-TZVPD) for a gas-phase ion, CH4NO (charge +1) in a non-equilibrium geometry.

Calculated values
F_max: 8.35 eV/Å
E_LUMO (alpha / beta): -0.2704 / -0.2600 hartree
Net charge: +1
E_tot: -4627.3737 eV
Molar mass: 46.0 g mol⁻¹
Relative energy (zero: lowest compared OMol25 entry of this formula, charge and spin): 399.5 kJ/mol
HOMO (alpha / beta): -16.17 / -16.50 eV
Orbital gap (alpha / beta): 8.81 / 9.42 eV

Atoms and positions in Å:
C 1.207 -0.169 0.015
N -1.116 0.126 0.062
O -0.115 -0.641 0.035
H 1.965 -0.934 0.160
H 1.103 0.891 0.146
H -1.145 1.102 -0.066
H -1.898 -0.373 -0.351

***

Density functional theory data (ωB97M-V/def2-TZVPD) for a gas-phase ion, C19H34BBrINO7PS (charge -1) in a non-equilibrium geometry.

Calculated values
F_max: 3.12 eV/Å
E_LUMO: 0.0749 hartree
Net charge: -1
E_tot: -135025.2608 eV
Molar mass: 669.1 g mol⁻¹
HOMO: -5.34 eV
Orbital gap: 7.38 eV

Atoms and positions in Å:
C -0.033 4.095 1.437
C -1.428 3.415 1.263
C -1.351 1.849 1.096
C -1.530 1.329 -0.360
I -0.898 2.638 -1.992
O -0.634 0.230 -0.412
B -1.299 -0.931 0.222
C -0.800 -1.319 1.746
C 0.770 -1.245 1.839
C 1.456 -2.651 2.034
C 2.767 -2.775 1.193
C 2.436 -2.988 -0.315
C 3.688 -3.066 -1.231
C 4.218 -1.687 -1.773
C 3.623 -0.428 -1.087
C 4.170 0.851 -1.827
O 3.196 1.889 -1.744
C 3.200 2.528 -0.485
C -1.104 -2.365 -0.611
C -2.336 -3.278 -0.632
O -2.630 -3.830 -1.615
Br -3.466 -3.639 0.939
O -2.754 -0.560 0.066
C -2.881 0.522 -0.743
C -4.238 1.265 -0.778
P -4.838 1.974 0.816
O -4.499 1.231 2.020
O -4.461 3.581 0.909
O -6.492 1.951 0.703
N -2.659 0.234 -2.239
C -3.274 -0.688 -2.645
S -4.411 -1.624 -3.256
H 0.130 4.801 0.598
H 0.787 3.363 1.522
H 0.020 4.724 2.350
H -1.992 3.597 2.200
H -1.993 3.901 0.455
H -0.314 1.588 1.375
H -2.000 1.349 1.830
H -1.311 -0.747 2.544
H -1.082 -2.382 1.885
H 1.226 -0.801 0.935
H 0.996 -0.661 2.753
H 0.764 -3.484 1.818
H 1.777 -2.699 3.096
H 3.366 -1.863 1.369
H 3.370 -3.648 1.523
H 1.689 -2.247 -0.645
H 1.934 -3.978 -0.366
H 4.501 -3.579 -0.681
H 3.418 -3.721 -2.083
H 5.321 -1.671 -1.659
H 4.011 -1.621 -2.858
H 2.525 -0.374 -1.182
H 3.937 -0.328 -0.035
H 5.130 1.131 -1.346
H 4.314 0.645 -2.901
H 2.296 3.165 -0.439
H 4.068 3.206 -0.340
H 3.114 1.821 0.365
H -0.885 -2.129 -1.673
H -0.267 -2.980 -0.230
H -5.066 0.635 -1.157
H -4.141 2.090 -1.517
H -4.379 3.850 -0.026
H -6.775 2.539 -0.019

***

Density functional theory data (ωB97M-V/def2-TZVPD) for a single C4H9N3 molecule in a non-equilibrium geometry.

Calculated values
F_max: 4.04 eV/Å
E_LUMO: 0.0317 hartree
E_tot: -8761.9180 eV
Molar mass: 99.1 g mol⁻¹
Relative energy (zero: lowest compared OMol25 entry of this formula, charge and spin): 251.5 kJ/mol
HOMO: -8.72 eV
Orbital gap: 9.58 eV
SMILES: [H]/N=C/[C@@]1(N)N[C@@H]1C

Atoms and positions in Å:
H -2.952 -1.262 -1.024
N -2.191 -0.995 -0.411
C -1.620 0.131 -0.689
C -0.398 0.397 0.065
N -0.056 1.767 0.273
N -0.162 -0.626 1.088
C 0.679 -0.698 -0.057
C 2.137 -0.328 0.026
H -2.150 1.001 -1.081
H -0.812 2.270 0.726
H 0.754 1.841 0.875
H -1.200 -1.287 0.881
H 0.458 -1.461 -0.811
H 2.719 -1.231 0.211
H 2.481 0.112 -0.911
H 2.314 0.371 0.839

***

Density functional theory data (ωB97M-V/def2-TZVPD) for a gas-phase ion, C5H6NO (charge +1) in a non-equilibrium geometry.

Calculated values
F_max: 5.45 eV/Å
E_LUMO (alpha / beta): -0.2136 / -0.1557 hartree
Net charge: +1
E_tot: -8805.3770 eV
Molar mass: 96.1 g mol⁻¹
Relative energy (zero: lowest compared OMol25 entry of this formula, charge and spin): 730.8 kJ/mol
HOMO (alpha / beta): -12.66 / -12.63 eV
Orbital gap (alpha / beta): 6.85 / 8.40 eV

Atoms and positions in Å:
C -2.715 0.421 -0.272
C -2.380 -0.482 -1.083
C -1.730 1.412 -0.007
C 0.581 0.659 -0.326
C 2.779 -0.195 0.189
N -0.471 1.189 -0.124
O 1.635 0.294 -0.761
H -3.587 0.573 0.289
H -2.038 -1.173 -1.731
H -2.052 2.545 0.192
H 2.421 -0.448 1.155
H 3.602 0.669 0.187
H 3.107 -0.990 -0.297

***

- Which of these has the lowest molar mass?
  CH4NO

***

- Among the records above, which one has the highest molar mass?
  C11H31B3Cl18InN2O3

***

- E_tot of number 1 (C3H7O3)?
  -9368.4183 eV

***

What did the fifth record say?
Density functional theory data (ωB97M-V/def2-TZVPD) for a single C22H27N3O2 molecule.

Calculated values
F_max: 0.71 eV/Å
E_LUMO: 0.0251 hartree
E_tot: -31817.3402 eV
Molar mass: 365.5 g mol⁻¹
Relative energy (zero: lowest compared OMol25 entry of this formula, charge and spin): 230.7 kJ/mol
HOMO: -7.30 eV
Orbital gap: 7.98 eV
SMILES: COc1ccc(N2CCN([C@@H](C)C(=O)N3CCc4ccccc43)CC2)cc1

Atoms and positions in Å:
C -0.334 -5.210 0.884
O -0.698 -4.320 -0.138
C 0.126 -3.251 -0.388
C 1.269 -2.932 0.331
C 2.006 -1.802 0.015
C 1.642 -0.957 -1.038
N 2.368 0.162 -1.382
C 3.636 0.480 -0.773
C 3.450 1.412 0.450
N 2.269 2.249 0.302
C 1.116 1.768 1.066
C 1.124 2.480 2.429
C -0.242 2.078 0.435
O -0.487 3.155 -0.076
N -1.185 1.099 0.530
C -1.051 -0.157 1.269
C -2.386 -0.902 1.107
C -3.206 0.035 0.275
C -4.496 -0.117 -0.180
C -5.059 0.895 -0.948
C -4.327 2.030 -1.247
C -3.026 2.192 -0.794
C -2.470 1.182 -0.027
C 2.084 2.577 -1.095
C 1.717 1.335 -1.936
C 0.501 -1.314 -1.775
C -0.241 -2.426 -1.451
H 0.645 -5.664 0.695
H -1.096 -5.988 0.886
H -0.320 -4.718 1.864
H 1.598 -3.545 1.156
H 2.873 -1.587 0.620
H 4.237 0.989 -1.535
H 4.164 -0.434 -0.500
H 3.368 0.830 1.370
H 4.326 2.065 0.545
H 1.202 0.686 1.226
H 2.071 2.308 2.934
H 1.003 3.547 2.268
H 0.314 2.122 3.061
H -0.233 -0.754 0.862
H -0.841 0.058 2.322
H -2.862 -1.096 2.069
H -2.248 -1.858 0.600
H -5.058 -1.008 0.058
H -6.071 0.793 -1.311
H -4.774 2.812 -1.844
H -2.465 3.080 -1.027
H 1.307 3.334 -1.188
H 3.025 3.014 -1.439
H 2.020 1.482 -2.981
H 0.635 1.197 -1.906
H 0.201 -0.722 -2.624
H -1.119 -2.684 -2.023